[1]
Formula: C5H31NO11S
Source: OMol25
Level of theory: wB97M-V/def2-TZVPD

Maximum force   2.4 eV Å⁻¹
Frontier orbital gap (alpha / beta)   9.4 / 3.7 eV
Expectation value of S²   0.7536
Multiplicity   2
Total charge   +1
E_HOMO (alpha / beta)   -12.539 / -12.284 eV
Electronic energy   -40526.2376 eV

```
49
Properties=species:S:1:pos:R:3:forces:R:3:lowdin_spin:R:1
C 1.236 0.677 -0.627 -1.1736 -1.2472 0.5018 0.04
C 2.527 0.946 0.125 0.9538 1.0723 -0.5100 0.08
S 3.651 -0.474 0.202 -0.4333 0.4958 0.3583 0.73
C 0.247 -0.207 0.115 -0.2394 0.2463 1.8242 0.01
N -1.038 -0.218 -0.532 0.1543 0.2805 -0.5769 0.04
C -2.184 -0.661 0.250 -0.9665 0.0107 -2.1541 0.00
C -3.435 0.054 -0.357 0.2347 -0.7387 2.0029 0.00
O -3.851 1.058 0.147 -0.2911 0.3714 -0.2080 0.00
H 1.439 0.201 -1.574 0.1940 0.5363 -0.4368 0.00
H 0.655 1.585 -0.738 0.6678 0.5345 -0.3921 0.00
H 3.060 1.706 -0.465 0.2360 -0.2961 -0.2311 0.02
H 2.467 1.473 1.084 -0.4363 -0.9028 0.2572 0.00
H 4.016 -0.583 -1.097 -0.2992 0.0770 -0.0988 0.02
H 0.143 0.234 1.139 0.0482 -0.1803 -0.4061 0.01
H 0.551 -1.232 0.340 0.3795 -0.1002 -0.2642 0.01
H -1.233 0.657 -1.013 0.0775 0.1628 0.4400 0.00
H -2.092 -0.481 1.309 -0.0460 0.2902 0.4039 0.00
H -2.400 -1.713 0.054 0.4222 -0.2790 0.4083 0.00
H -4.026 -0.493 -1.104 0.2539 0.0878 -0.4792 0.00
H 0.502 1.159 3.088 0.3130 0.1861 -0.1212 0.00
H 1.639 0.166 3.477 -0.0909 -0.0405 -0.0853 0.00
O 0.958 0.744 3.829 -0.1944 -0.0210 0.2138 0.00
H -1.044 -2.146 2.382 0.3153 -0.9635 -0.1778 0.00
H -0.407 -1.006 3.028 0.6159 -0.0056 0.8405 0.00
O -0.242 -1.950 2.879 -0.5526 1.7657 0.3914 0.00
H -0.456 -2.299 -2.268 -0.2994 -0.1763 0.1477 0.00
H -0.437 -0.782 -2.398 -0.3575 -0.4721 -0.0418 0.00
O -0.223 -1.600 -2.882 0.6269 0.4360 -0.2617 0.00
H -0.016 -4.180 1.832 -0.1525 -0.0924 0.2714 0.00
H 0.217 -3.384 0.593 -0.2738 -0.2406 0.3346 0.00
O -0.496 -3.629 1.209 -0.1806 -0.6868 -1.2116 0.00
H 2.633 -3.068 -0.092 0.0772 -1.0444 0.8642 0.01
H 1.648 -2.791 -1.000 -0.7484 -0.7111 -0.2840 0.00
O 1.761 -3.454 -0.285 1.0303 1.5937 -0.8602 0.01
H -2.541 2.732 1.581 0.0255 0.1218 -0.0209 0.00
H -2.590 1.496 2.376 0.1320 -0.0959 0.2550 0.00
O -2.057 2.297 2.299 -0.4753 -0.0274 -0.3877 0.00
H 0.502 3.589 2.032 0.4495 0.0182 -0.0704 0.00
H -0.493 2.561 1.651 0.3169 -0.2905 -0.1175 0.00
O 0.448 2.803 1.472 -0.5755 0.2348 0.1945 0.00
H 1.716 -1.327 -2.618 -0.0438 -0.2083 -0.2452 0.00
H 2.466 -2.551 -3.020 0.3496 -0.0290 -0.0361 0.00
O 2.571 -1.772 -2.457 -0.2603 0.1231 0.0612 0.02
H -0.614 2.358 -3.366 -0.0596 -0.2088 0.0781 0.00
H 0.819 2.464 -3.785 0.1984 -0.1375 -0.0892 0.00
O 0.223 1.882 -3.302 -0.1568 0.3166 -0.0124 0.00
H -2.690 2.960 -1.690 0.0300 0.4131 0.1262 0.00
H -1.455 3.456 -0.838 0.0661 0.4781 -0.2927 0.00
O -2.074 2.742 -0.985 0.1382 -0.6570 0.0977 0.00
```
Positions in Å, forces in eV/Å.

***

[2]
Formula: CdN5O15
Source: OMol25
Level of theory: wB97M-V/def2-TZVPD

Maximum force   13.2 eV Å⁻¹
Frontier orbital gap   5.7 eV
Total charge   -3
E_HOMO   1.106 eV
Electronic energy   -42703.6943 eV

```
21
Properties=species:S:1:pos:R:3:forces:R:3:nbo_charge:R:1
Cd 0.818 -0.219 -1.766 -1.4850 2.5207 0.2419 1.76
N -0.598 -0.226 1.027 -5.3191 0.1594 -1.4802 0.75
O -1.829 -0.362 1.039 -1.4708 -1.0878 0.3218 -0.57
O -0.010 -0.671 0.063 2.4493 -3.2298 -2.5657 -0.75
O -0.057 0.413 1.800 3.6942 3.1971 5.1493 -0.38
N 1.515 -3.221 -1.557 -3.9259 -4.1763 -2.3740 0.75
O 2.483 -3.920 -1.424 2.4208 -0.9253 1.0067 -0.51
O 0.401 -3.714 -1.842 0.1351 -0.7117 0.5926 -0.52
O 1.566 -2.031 -1.601 3.3862 3.2376 0.4163 -0.66
N -0.266 2.617 -0.494 -1.8464 -1.5904 7.8009 0.70
O 0.399 2.931 0.466 3.6207 3.4562 1.3229 -0.47
O 0.296 1.850 -1.242 0.8525 -1.3719 -5.8487 -0.68
O -1.480 2.666 -0.200 -2.0054 0.4128 -3.9079 -0.51
N -1.290 -1.239 -3.537 1.8252 11.7131 2.2718 0.74
O -1.241 -0.675 -4.580 0.4977 -1.0111 -6.6452 -0.54
O -1.086 -0.345 -2.598 1.5098 1.4231 1.6459 -0.77
O -1.745 -2.154 -3.142 -4.6171 -12.3451 1.2349 -0.34
N 0.478 2.086 4.914 3.5944 -0.2467 -1.9970 0.71
O -0.654 1.777 5.224 -1.6898 0.1332 1.5822 -0.55
O 0.911 1.908 3.785 -0.9206 -0.4254 -2.0116 -0.49
O 1.388 2.529 5.666 -0.7057 0.8684 3.2430 -0.66
```
Positions in Å, forces in eV/Å.

***

[3]
Formula: C2H3N2O2
Source: OMol25
Level of theory: wB97M-V/def2-TZVPD

Maximum force   4.0 eV Å⁻¹
Frontier orbital gap (alpha / beta)   6.8 / 8.7 eV
Expectation value of S²   2.0172
Multiplicity   3
Total charge   -1
E_HOMO (alpha / beta)   -2.420 / -4.494 eV
Electronic energy   -9190.7331 eV

```
9
Properties=species:S:1:pos:R:3:forces:R:3:lowdin_spin:R:1
C 0.615 -1.059 0.493 0.9433 -0.0019 3.8980 0.01
C 0.426 0.480 0.499 -0.3288 -1.0065 -0.3720 0.04
N -0.405 1.217 -1.802 -0.5902 0.1198 -1.5327 1.06
N -0.497 -0.228 1.038 0.7380 -0.6845 1.4503 0.06
O -1.520 -0.259 1.811 0.8858 -0.1437 -1.1794 0.07
O -0.562 2.293 -2.392 0.3510 -0.5057 0.7327 0.72
H 0.408 -1.735 -0.259 -0.8574 -0.8292 -2.0317 0.00
H 1.358 -1.603 1.230 -1.3169 1.4570 -0.9578 0.00
H 0.178 0.894 -0.619 0.1754 1.5947 -0.0074 0.04
```
Positions in Å, forces in eV/Å.

***

[4]
Formula: C4H6O2
Source: OMol25
Level of theory: wB97M-V/def2-TZVPD

Maximum force   8.6 eV Å⁻¹
Frontier orbital gap   8.9 eV
Total charge   0
E_HOMO   -9.425 eV
Electronic energy   -8335.8440 eV

```
12
Properties=species:S:1:pos:R:3:forces:R:3:nbo_charge:R:1
C 1.008 -0.667 -0.005 -1.8319 -4.0008 1.9938 -0.18
C 0.418 0.611 -0.036 -1.8481 3.7662 0.2575 -0.08
C -0.929 0.855 -0.056 -0.0023 1.7711 0.9599 -0.36
C -1.964 -0.140 0.017 0.3435 -3.7662 -0.7356 0.37
H 2.778 0.281 -0.794 -1.9206 -4.1047 3.4384 0.42
H 1.082 -0.998 1.066 -2.0496 -0.0749 -0.0381 0.24
H 0.301 -1.575 -0.471 2.4529 2.2905 0.1720 0.25
H 1.231 1.447 0.081 -1.9885 -1.2288 -0.3601 0.22
H -1.529 1.813 0.112 2.0967 -0.5498 -0.5226 0.22
H -2.978 0.314 0.138 0.2299 -0.6650 -0.0598 0.12
O 2.360 -0.560 0.031 5.4724 3.5743 -5.6136 -0.68
O -1.776 -1.381 -0.081 -0.9545 2.9881 0.5083 -0.55
```
Positions in Å, forces in eV/Å.

***

[5]
Formula: H2O4S
Source: OMol25
Level of theory: wB97M-V/def2-TZVPD

Maximum force   2.6 eV Å⁻¹
Frontier orbital gap   8.9 eV
Total charge   0
E_HOMO   -10.254 eV
Electronic energy   -19054.0426 eV

```
7
Properties=species:S:1:pos:R:3:forces:R:3:nbo_charge:R:1
O 1.124 1.630 0.146 0.6822 -2.2820 0.9614 -0.86
O 2.017 -0.576 -0.510 -0.0340 0.2150 0.5928 -0.80
O -1.345 0.150 -0.555 -0.3880 0.4614 -0.7106 -0.46
O -1.050 -0.816 0.464 0.1458 -0.6376 0.6768 -0.50
S 1.618 0.297 0.556 -0.5703 1.8843 -1.4911 1.66
H -1.541 -1.668 0.243 0.6512 2.0250 -0.3860 0.48
H -0.824 0.983 -0.344 -0.4869 -1.6661 0.3567 0.48
```
Positions in Å, forces in eV/Å.